[1]
C14H17AlNO2PS2Te | ωB97M-V with the def2-TZVPD basis set

Properties
LUMO level (spin up / spin down) = 0.1640 / 0.1641 hartree
Gap between HOMO and LUMO (spin up / spin down) = 0.1531 / 0.1391 hartree
Total charge = -2

Last column: Mulliken charge in e.
Geometry (Å):
1 C 2.21 0.71 -4.02  -0.203
2 H -2.32 -1.66 3.93  0.205
3 H -2.40 0.12 3.72  0.293
4 H 2.79 -0.58 -5.67  0.531
5 S -2.24 -3.25 1.63  0.072
6 Te -2.20 1.85 0.45  -0.244
7 C -1.07 2.08 -3.85  -0.636
8 H 0.64 -2.57 3.17  0.362
9 H 1.25 1.16 4.76  0.365
10 C 0.20 0.88 4.84  -1.394
11 C -1.75 2.33 -1.56  -0.070
12 O 0.16 0.19 2.22  -0.354
13 C 0.81 -1.78 3.90  -1.213
14 H -1.93 -0.56 5.30  0.417
15 C 1.81 0.82 -2.69  -0.719
16 C -1.88 -0.69 4.23  -0.920
17 C -1.33 3.41 -3.84  -0.388
18 H 2.29 -2.46 -4.69  0.221
19 P -0.25 -0.45 3.58  1.336
20 H -0.23 1.76 4.44  0.397
21 H 1.81 1.77 -2.26  0.477
22 C 1.56 -1.59 -2.74  -0.751
23 H -0.81 1.51 -4.75  0.314
24 C 1.40 -0.40 -1.94  1.618
25 C 2.37 -0.45 -4.75  -1.082
26 Al -0.50 -0.61 0.68  -0.029
27 C 2.12 -1.61 -4.01  -0.218
28 S -1.93 3.88 -2.26  -0.233
29 H 2.58 1.60 -4.42  0.382
30 N -1.33 -1.96 1.61  -0.249
31 O -2.54 -3.49 3.07  -0.707
32 H 0.64 -2.33 4.86  0.375
33 H -1.19 4.16 -4.61  0.360
34 C 0.67 -0.36 -0.78  -1.594
35 C -1.32 1.45 -2.54  -0.222
36 H 1.24 -2.49 -2.29  0.420
37 H 1.89 -1.47 3.86  0.285
38 H -0.09 0.72 5.87  0.355
39 H -1.13 0.37 -2.48  0.439

=====

[2]
C3H4FN3S | ωB97M-V with the def2-TZVPD basis set

Properties
SMILES string = FC#[N+][S-].NC#CN
LUMO level = -0.0324 hartree
Gap between HOMO and LUMO = 0.2435 hartree
Total charge = 0

Last column: Mulliken charge in e.
Geometry (Å):
1 C -1.46 -0.13 0.15  0.099
2 N 0.37 1.63 0.30  -0.491
3 C 1.57 -0.86 0.00  0.281
4 N -2.23 -1.11 -0.33  -0.400
5 H -2.86 -0.81 -1.03  0.217
6 F 1.15 -2.08 0.25  -0.190
7 H -0.32 2.08 0.90  0.288
8 H 0.40 2.26 -0.53  0.267
9 H -2.54 -1.78 0.34  0.243
10 N 2.66 -0.39 0.10  0.035
11 C -0.42 0.51 -0.07  -0.135
12 S 3.69 0.68 -0.08  -0.214

=====

[3]
C3H9N5 | ωB97M-V with the def2-TZVPD basis set

Properties
SMILES string = CNC/C=N\N.N#N
LUMO level = 0.0392 hartree
Gap between HOMO and LUMO = 0.3596 hartree
Total charge = 0

Last column: Mulliken charge in e.
Geometry (Å):
1 C -1.13 -1.56 1.06  -0.969
2 H -1.34 -0.91 1.91  0.301
3 H -0.40 0.81 -2.55  0.379
4 H 0.18 -1.46 -0.60  0.369
5 N 1.70 -0.56 1.05  0.198
6 C -0.11 0.98 -1.52  -0.076
7 C -0.95 0.34 -0.45  -0.790
8 H -1.94 0.09 -0.87  0.328
9 H -2.08 -1.89 0.63  0.305
10 N 0.90 1.73 -1.36  -0.410
11 H -1.12 1.05 0.37  0.404
12 N 2.35 -1.27 0.48  -0.271
13 H 1.17 1.44 0.63  0.274
14 N -0.31 -0.84 0.12  -0.202
15 H 2.30 2.42 -0.19  0.256
16 N 1.36 2.07 -0.14  -0.413
17 H -0.58 -2.44 1.42  0.319

=====

[4]
C21H21N3O5S | ωB97M-V with the def2-TZVPD basis set

Properties
SMILES string = C=CCn1c(SCC(=O)OCC)nc2cc(C(=O)NCc3ccco3)ccc2c1=O
LUMO level = 0.0024 hartree
Gap between HOMO and LUMO = 0.3181 hartree
Total charge = 0

Last column: Mulliken charge in e.
Geometry (Å):
1 O -1.68 2.23 -0.77  -0.251
2 N 3.34 -1.09 -0.63  -0.079
3 H 1.16 -0.09 0.55  0.668
4 H 5.64 1.89 -0.85  0.448
5 O 0.29 2.35 0.33  -0.635
6 H -1.18 2.44 2.45  0.337
7 C 0.64 -1.01 0.36  -0.595
8 C -1.49 -2.19 0.39  0.451
9 S -3.30 1.72 1.57  -0.182
10 H 0.02 3.00 -3.58  0.399
11 O -3.68 -3.11 0.49  -0.678
12 H 6.52 2.69 1.58  0.416
13 C 5.36 -0.02 0.17  0.489
14 C -0.74 -1.01 0.57  -0.374
15 C -0.43 3.23 -2.61  -1.231
16 O 5.58 -0.42 1.44  -0.305
17 C -2.62 0.16 1.14  0.425
18 N -3.44 -0.91 1.01  0.076
19 C -0.84 -3.36 -0.01  -0.855
20 H -6.82 -0.72 -1.68  0.274
21 H 5.18 -1.99 -0.62  0.412
22 C 5.70 1.30 0.04  -0.521
23 C -5.54 -0.33 -0.06  0.269
24 H 2.81 -0.24 -0.65  0.165
25 H -6.60 -2.08 -0.47  0.268
26 C 2.74 -2.26 -0.30  0.501
27 C -2.93 -2.16 0.62  0.441
28 C 6.06 0.63 2.12  -0.428
29 C -6.36 -1.08 -0.77  -0.800
30 C -1.01 1.96 -2.00  -0.016
31 C 6.17 1.72 1.31  -0.349
32 H -2.05 3.71 1.53  0.464
33 H -1.43 -4.25 -0.14  0.490
34 H -1.77 1.53 -2.65  0.360
35 N -1.35 0.15 0.96  -0.377
36 C 0.52 -3.35 -0.23  -0.858
37 H 6.30 0.48 3.16  0.457
38 H 5.01 -0.67 -1.82  0.341
39 C 4.78 -0.99 -0.80  -1.016
40 H 1.04 -4.24 -0.53  0.491
41 C -4.88 -0.80 1.20  -1.460
42 H -0.21 1.23 -1.82  0.141
43 H 0.33 3.65 -1.96  0.304
44 C 1.26 -2.17 -0.06  1.042
45 H -5.29 0.68 -0.37  0.262
46 H -5.06 -0.09 2.02  0.488
47 H -5.24 -1.79 1.47  0.465
48 H -1.21 3.97 -2.76  0.305
49 C -0.91 2.34 0.32  0.673
50 C -1.76 2.66 1.55  -0.646
51 O 3.34 -3.31 -0.23  -0.667

=====

[5]
C47H51AsN9OPRuSSi2 | ωB97M-V with the def2-TZVPD basis set

Properties
LUMO level (spin up / spin down) = -0.0960 / -0.1160 hartree
Gap between HOMO and LUMO (spin up / spin down) = 0.2519 / 0.2441 hartree
Spin multiplicity = 2
Total charge = +1

Last column: Mulliken charge in e.
Geometry (Å):
1 H -0.11 0.43 4.01  0.315
2 C -1.76 1.93 -2.43  0.690
3 C 3.51 -2.69 5.11  -0.733
4 C -2.44 2.73 -4.60  -0.739
5 N 1.01 0.72 0.54  1.664
6 C 3.75 -1.24 3.20  1.006
7 O 2.88 -4.32 0.66  -0.048
8 C 3.25 -3.59 2.91  -0.230
9 C -1.14 -2.76 0.68  -0.222
10 C -4.20 -2.68 0.09  -1.286
11 H 1.29 -7.22 -4.04  0.422
12 H 0.75 5.90 0.27  0.411
13 H -2.77 3.35 3.98  0.492
14 H 1.18 2.94 -2.92  0.279
15 H 3.06 -4.76 4.69  0.555
16 C -1.94 4.00 -4.32  -1.009
17 Si -2.41 1.00 3.28  0.866
18 H -0.09 1.91 1.95  0.798
19 C 2.22 0.21 0.69  -1.515
20 H -2.79 0.74 -3.93  0.327
21 C 1.82 3.21 -2.08  -0.902
22 H -1.05 3.06 3.73  0.341
23 H 4.74 0.09 1.83  0.352
24 C 3.19 3.31 -2.27  -0.818
25 H -4.12 0.69 5.04  0.357
26 H 1.70 3.93 1.23  0.615
27 C -3.24 -2.66 2.90  -1.328
28 H -2.01 4.79 -5.06  0.437
29 N 0.98 -0.94 -4.51  -1.143
30 C -0.33 5.96 0.37  -0.516
31 C 4.02 3.65 -1.22  -0.776
32 C -2.29 7.27 0.88  -0.645
33 H -4.15 0.33 -1.51  0.288
34 H 1.74 -7.46 -1.60  0.551
35 H -2.66 -2.21 3.71  0.295
36 C -1.35 4.24 -3.09  -0.017
37 H 1.60 -1.77 -1.44  0.540
38 H -4.80 1.48 3.61  0.308
39 C -3.74 -0.47 -2.09  -1.577
40 H -2.91 2.54 -5.56  0.438
41 C 1.87 -5.15 -4.10  -0.864
42 H -0.67 -2.13 -0.07  -0.665
43 H 3.52 -2.20 1.31  0.445
44 N 2.51 -6.46 0.88  -0.498
45 H -1.11 -1.01 3.98  0.179
46 C -0.91 7.16 0.78  -0.669
47 C 1.26 3.46 -0.83  0.769
48 H -0.40 0.61 -4.22  0.633
49 C -2.36 1.71 -3.67  0.057
50 H -0.47 -2.80 1.55  0.229
51 C 3.75 -1.43 4.58  -0.807
52 H -2.73 8.20 1.20  0.393
53 C -2.52 4.99 0.17  -0.567
54 C 2.36 -4.07 -3.39  0.742
55 H -0.95 5.22 -2.84  0.565
56 H -1.20 -2.44 -2.56  0.228
57 C 0.25 -0.13 -3.78  -0.839
58 H -3.15 4.14 -0.08  0.403
59 H 3.58 -2.37 -3.92  0.255
60 C -4.35 -1.10 -3.12  -0.166
61 H 3.94 -0.59 5.24  0.435
62 H 1.65 -5.05 -5.16  0.441
63 H -4.53 -0.27 3.61  0.235
64 H 3.51 -2.83 6.19  0.431
65 C -1.13 4.88 0.05  0.586
66 C 2.60 -5.49 0.05  0.499
67 H 3.12 -3.42 -1.49  0.793
68 C 2.96 -4.66 1.97  0.650
69 H -1.24 -3.78 0.28  0.478
70 C 2.66 -4.23 -2.05  0.207
71 C -3.10 6.18 0.57  -0.647
72 C 2.40 -5.43 -1.40  -0.099
73 H -4.91 -3.26 0.70  0.466
74 C 1.91 -6.52 -2.11  -0.909
75 H 4.12 4.16 0.87  0.500
76 H 4.16 0.87 3.31  0.451
77 Ru -1.02 0.74 -0.85  -0.102
78 H 2.37 -2.80 -5.12  0.448
79 H -0.28 8.00 1.03  0.439
80 Si -2.81 -2.05 1.19  0.545
81 H -4.17 6.27 0.65  0.436
82 N 2.75 -5.92 2.15  -0.524
83 C 3.25 -3.77 4.29  -0.961
84 C 1.27 -1.30 -2.36  -1.495
85 H -4.30 -2.48 3.11  0.368
86 C 0.80 1.36 1.72  -2.181
87 C 2.11 3.78 0.23  -0.630
88 H -1.28 0.15 5.31  0.425
89 C 1.66 -6.37 -3.47  -0.774
90 C -2.05 2.85 3.34  -1.100
91 N 1.81 1.28 2.56  -0.936
92 N -2.47 -0.93 -1.80  1.993
93 C 3.51 -2.33 2.38  0.258
94 C -2.13 -1.90 -2.62  -0.804
95 S -3.32 -2.30 -3.77  -0.175
96 As -2.53 0.32 1.00  0.175
97 H -5.33 -0.92 -3.53  0.498
98 N 0.38 -0.33 -2.44  0.957
99 H 5.09 3.75 -1.37  0.423
100 C 2.56 -2.73 -4.06  -1.160
101 H -4.75 -1.87 -0.38  0.354
102 C -1.11 0.05 4.23  -1.046
103 H 3.61 3.12 -3.25  0.473
104 H -2.12 3.30 2.34  0.101
105 C -1.27 3.20 -2.17  -0.542
106 C 3.94 0.11 2.56  -1.446
107 H -3.82 -3.33 -0.70  0.353
108 C -4.12 0.69 3.95  -1.152
109 H 2.77 -0.34 -0.05  0.853
110 N 1.62 -1.70 -3.59  1.164
111 P -0.53 3.26 -0.54  1.772
112 C 3.48 3.88 0.04  -0.770
113 N 2.71 0.55 1.89  1.180
114 H -3.07 -3.74 2.93  0.407

=====

[6]
C29H60BN2O3Si | ωB97M-V with the def2-TZVPD basis set

Properties
LUMO level = -0.0859 hartree
Gap between HOMO and LUMO = 0.2470 hartree
Total charge = +1

Last column: Mulliken charge in e.
Geometry (Å):
1 H -2.58 -6.13 5.97  0.432
2 N -1.57 -7.24 4.56  0.299
3 H 0.16 0.45 5.67  0.380
4 H 1.62 -0.77 -1.06  0.508
5 H 2.12 0.88 -0.89  -0.552
6 H -0.86 3.95 -2.51  0.463
7 C 2.20 2.27 -3.87  0.292
8 C 0.51 0.41 2.92  -0.715
9 H -1.92 -7.62 6.59  0.360
10 C -1.38 -0.99 6.03  -1.019
11 H 0.41 -6.53 6.28  0.456
12 H 0.61 -4.30 5.76  0.200
13 H -4.15 4.54 -1.45  0.411
14 H -0.09 -7.84 1.71  0.435
15 H -3.92 -0.55 -1.08  0.255
16 C -1.19 2.97 -2.16  -0.472
17 C -2.61 -7.76 3.84  -0.518
18 H 2.76 1.63 -5.87  0.633
19 C -1.79 -2.41 5.60  -0.550
20 H -2.53 5.20 -1.54  0.277
21 H 2.55 0.72 1.39  0.362
22 H -1.37 0.78 3.88  0.302
23 H 1.58 1.46 -3.47  0.108
24 H 4.08 1.18 -3.96  0.355
25 C 4.37 3.96 -6.35  -0.532
26 H -2.18 4.75 0.78  0.312
27 H 1.64 -1.35 2.69  0.444
28 C 1.49 0.11 -0.43  0.406
29 C 2.06 -0.16 0.98  -1.245
30 H -1.42 -2.59 4.60  0.209
31 H 0.50 -6.87 4.14  0.332
32 H -3.04 3.22 0.67  0.234
33 H -3.55 -0.45 -3.46  0.258
34 C -1.24 -3.53 6.52  -0.628
35 H 1.99 2.41 -7.82  0.332
36 C 0.72 4.29 -5.86  -1.249
37 H -3.07 2.23 -1.32  0.180
38 C -3.06 4.26 0.37  -1.127
39 C 2.31 3.42 -7.54  -0.511
40 C -0.22 -0.45 5.19  -0.639
41 H 3.24 4.47 -4.52  0.364
42 H -3.60 -7.90 4.22  0.373
43 H 3.94 4.53 -8.40  0.305
44 C -0.44 -7.22 3.78  -0.262
45 H 4.74 3.04 -5.89  0.183
46 H 3.66 1.74 -2.36  0.377
47 C 1.08 -0.69 2.03  -0.493
48 C 3.17 4.49 -5.60  -0.676
49 C -0.44 -4.60 5.77  -0.680
50 C -0.67 -0.05 3.79  -0.698
51 H -2.87 -2.48 5.54  0.377
52 H 0.67 2.94 -1.08  0.451
53 O -2.98 -0.67 -0.88  -0.483
54 O -0.93 -0.02 -1.95  -0.643
55 C 2.01 2.25 -5.38  -0.986
56 C -0.36 2.59 -0.93  -0.673
57 H -0.66 -5.83 7.51  0.419
58 H 0.22 1.28 2.32  0.293
59 H -3.21 3.06 -2.86  0.395
60 H -3.93 4.73 0.82  0.355
61 B -2.21 -0.49 -2.01  0.734
62 H -1.03 2.27 -2.99  0.340
63 C -2.14 -8.08 2.58  -0.534
64 C -1.70 -6.78 5.94  -0.646
65 H -1.22 -0.86 3.30  0.419
66 C 3.64 2.01 -3.41  -1.603
67 N 2.03 3.61 -6.06  0.216
68 Si -0.28 0.73 -0.58  0.207
69 H -0.72 3.11 -0.04  0.461
70 H 1.82 3.19 -3.42  0.222
71 H 2.85 -0.90 0.86  0.485
72 H -0.61 -3.07 7.28  0.404
73 C -2.69 3.08 -1.90  -0.745
74 O -2.69 -0.84 -3.27  -0.624
75 H -1.04 0.48 0.65  -0.206
76 C -0.52 -5.98 6.44  -1.163
77 H -1.12 -0.98 7.09  0.447
78 H -2.21 -0.31 5.89  0.432
79 H -2.71 -8.50 1.77  0.415
80 H -0.76 -4.64 4.73  0.598
81 H 1.03 1.84 -5.63  0.386
82 H 4.30 2.83 -8.23  0.355
83 H 4.29 2.88 -3.53  0.292
84 H 0.55 4.43 -4.79  0.451
85 H 0.74 5.25 -6.36  0.470
86 H 1.70 4.13 -8.08  0.391
87 H 0.29 -1.31 1.60  0.332
88 H 5.19 4.67 -6.36  0.543
89 H -0.06 3.67 -6.29  0.449
90 H 0.59 -1.17 5.13  0.246
91 C -0.77 -7.74 2.54  -0.677
92 C 3.81 3.67 -7.75  -0.682
93 H 2.92 5.50 -5.92  0.495
94 C -3.12 4.36 -1.17  -0.561
95 H 1.32 0.75 3.56  0.506
96 H -2.07 -4.02 7.03  0.369

=====

Calculated E in order - -2397.04894, -778.80367, -393.44190, -1751.52195, -6038.67772, -1790.51126 Eh